Arrangement w

Density functional theory data (the ωB97M-V functional and the def2-TZVPD basis) for a gas-phase ion, C5H10N3 (charge +1).

Geometry as XYZ:
```
18
Properties=species:S:1:pos:R:3
C 1.8193 -0.8851 0.0744
C -0.4610 -1.3329 0.4079
C -2.2543 0.4168 0.4593
C 1.8574 0.5876 0.4708
C -0.9055 0.0356 0.1941
N 0.8387 -1.6490 -0.0452
N 2.4386 1.4416 -0.3586
N -1.9063 0.1512 -0.9858
H 2.9165 -1.0942 -0.0993
H -0.6001 -1.5775 1.4442
H -1.1418 -2.0203 -0.0962
H -2.8522 -0.3771 0.8559
H -2.6064 1.4427 0.7125
H 1.6189 0.9843 1.5035
H 2.6648 1.0840 -1.2807
H 2.6328 2.3731 -0.1104
H -2.3941 -0.6035 -1.5004
H -1.6654 1.0227 -1.6459
```

Computed properties:
HOMO energy ... -11.6 eV
Charge ... +1
Kohn-Sham gap ... 0.265 hartree

=====

Arrangement x

Density functional theory data (the ωB97M-V functional and the def2-TZVPD basis) for a gas-phase ion, C5H10N3 (charge +1).

Geometry as XYZ:
```
18
Properties=species:S:1:pos:R:3
C 2.7338 -0.4056 0.7135
C 1.7588 0.6544 -0.1391
N 0.6876 -0.0995 -0.8685
N -0.5733 0.0123 -0.3457
C -1.5483 -1.0149 -0.9281
C -3.0133 -0.7198 -0.2418
N -2.7183 0.4587 0.6723
C -1.2760 0.9227 0.6193
H 2.0571 -1.3551 0.9301
H 3.6049 -0.7624 0.0007
H 3.1406 0.0885 1.7185
H 2.4845 1.1036 -0.9750
H 1.4160 1.5687 0.5004
H 0.7316 -0.0086 -1.9070
H -1.2509 -1.8375 -1.7093
H -4.0036 -1.3008 -0.4738
H -3.4980 0.8740 1.2552
H -0.7331 1.8214 1.1783
```

Computed properties:
HOMO energy ... -13.4 eV
Charge ... +1
SMILES ... CCNn1cc[nH+]c1
Kohn-Sham gap ... 0.339 hartree

=====

arrangement w wins, 153.6 kJ/mol ahead of the next structure.

=====

Arrangement w

Density functional theory data (the ωB97M-V functional and the def2-TZVPD basis) for 2 unconnected molecules or ions with the total composition C5H10N3.

Geometry as XYZ:
```
18
Properties=species:S:1:pos:R:3
C 1.6312 -1.1945 -0.5898
C -0.1703 -1.7215 0.6325
C -1.3870 0.7773 0.6211
C 0.6967 -0.1244 -0.7993
C -0.4608 -0.2736 0.0653
N 1.1620 -2.1157 0.1886
N 1.4214 2.2315 0.3497
N -1.7371 -0.0468 -0.5473
H 2.6247 -1.3303 -1.0253
H -0.1512 -1.6759 1.8289
H -0.8358 -2.5250 0.5939
H -1.7496 0.5290 1.5890
H -1.0688 1.7776 0.3460
H 0.6921 0.6441 -1.6718
H 2.2376 2.4859 0.8751
H 1.4973 2.5820 -0.6442
H -2.5603 -0.5748 -0.4680
H -1.8423 0.5550 -1.3445
```

Computed properties:
HOMO energy (alpha / beta) ... -14.2 / -12.6 eV
Charge ... +1
Kohn-Sham gap (alpha / beta) ... 0.342 / 0.302 hartree

=====

Arrangement x

Density functional theory data (the ωB97M-V functional and the def2-TZVPD basis) for a gas-phase ion, C5H10N3 (charge +1).

Geometry as XYZ:
```
18
Properties=species:S:1:pos:R:3
C 2.2631 0.9230 0.3182
C 1.1318 1.4509 -0.1932
C 0.9427 -0.7566 0.0386
C 0.5886 -2.2042 0.0957
C -1.0365 0.5029 -0.7507
N 2.2248 -0.4418 0.2922
N 0.2707 0.3709 -0.2896
N -2.0286 0.5777 0.3976
H 3.1183 1.4819 0.5468
H 0.7357 2.4141 -0.1275
H -0.4996 -2.4221 -0.2078
H 1.3207 -2.5250 -0.5873
H 0.6604 -2.4357 1.0962
H -1.5164 -0.2139 -1.3861
H -1.1908 1.4419 -1.2769
H -1.9271 0.0359 1.2644
H -2.0565 1.5166 0.7335
H -3.0012 0.2837 0.0359
```

Computed properties:
HOMO energy ... -12.5 eV
Charge ... +1
SMILES ... Cc1nccn1C[NH3+]
Kohn-Sham gap ... 0.306 hartree

=====

arrangement x wins, 408.6 kJ/mol ahead of the next structure.

=====

Arrangement w

Density functional theory data (the ωB97M-V functional and the def2-TZVPD basis) for 2 unconnected molecules or ions with the total composition C4H12N3.

Geometry as XYZ:
```
19
Properties=species:S:1:pos:R:3
C -0.5012 1.7379 -1.2159
C 0.1271 1.7756 0.0302
N 1.3553 1.1976 0.2296
N -1.6062 2.4089 -1.5035
H 0.0181 1.2398 -2.0305
H -0.3366 2.2454 0.8922
H 1.8959 1.7064 0.9307
H 1.8913 1.2303 -0.6399
H -2.0904 2.7933 -0.6926
H -2.2684 1.9172 -2.1050
C -0.9222 -1.9754 0.5494
C 1.4302 -2.4148 0.8582
N 0.4924 -1.5868 0.6132
H -1.2255 -2.1818 -0.4761
H -1.5348 -1.1565 0.9258
H -1.1309 -2.8301 1.1850
H 1.2421 -3.4782 0.7466
H 2.4175 -2.0479 1.1147
H 0.7462 -0.5809 0.5881
```

Computed properties:
HOMO energy (alpha / beta) ... -17.8 / -20.6 eV
2S+1 ... 2
Charge ... +2
<S²> ... 0.76
Kohn-Sham gap (alpha / beta) ... 0.356 / 0.370 hartree

=====

Arrangement x

Density functional theory data (the ωB97M-V functional and the def2-TZVPD basis) for a gas-phase ion, C4H12N3 (charge +2).

Geometry as XYZ:
```
19
Properties=species:S:1:pos:R:3
C 1.6658 0.7353 -0.5057
C 0.9626 -0.1454 0.5678
C -0.4942 -0.4344 0.2411
C -1.2753 0.2390 -0.6065
N -2.7316 0.1131 -0.3949
N -1.0494 -1.6010 0.8244
N 2.9838 1.1167 -0.1273
H 1.1304 1.6097 -0.8631
H 1.7572 0.0765 -1.3894
H 1.0007 0.4102 1.5072
H 1.4652 -1.0916 0.7638
H -1.0109 0.9819 -1.3411
H -3.2107 -0.0359 -1.2930
H -2.9390 -0.7430 0.1401
H -3.1635 0.9444 0.0166
H -0.7168 -1.7304 1.7840
H -0.6698 -2.4689 0.4383
H 3.4735 0.5339 0.5644
H 3.0709 2.0632 0.2680
```

Computed properties:
HOMO energy (alpha / beta) ... -18.2 / -18.2 eV
2S+1 ... 2
Charge ... +2
<S²> ... 0.75
Kohn-Sham gap (alpha / beta) ... 0.413 / 0.221 hartree

=====

arrangement w wins, 131.9 kJ/mol ahead of the next structure.